Entry 1:
The following is a quantum chemistry calculation of a cluster of 2 separate species, C3H5N2O2 in total at a distorted geometry, from the OMol25 dataset.

CARTESIAN COORDINATES (ANGSTROEM)
C: 0.38 0.95 -0.06
C: 1.19 -0.32 -0.38
C: -0.97 -0.78 0.25
N: -0.99 0.48 -0.31
N: 0.40 -1.31 0.37
O: -1.92 1.36 0.01
O: -0.72 -1.98 -0.27
H: 0.42 1.32 0.94
H: 0.61 1.78 -0.77
H: 1.34 -0.64 -1.53
H: 2.16 -0.24 0.00
H: -1.90 -0.62 1.76

Output
frontier orbital gap (alpha / beta)	6.15 / 6.15	eV
total charge	-1
lowest unoccupied orbital energy (alpha / beta)	0.1526 / 0.1526	Eh

---

Entry 2:
The following is a quantum chemistry calculation of a structure of composition C3H5N2O2 at a distorted geometry, from the OMol25 dataset.

CARTESIAN COORDINATES (ANGSTROEM)
C: -0.28 0.68 0.21
C: -0.18 -1.13 1.07
C: 0.76 2.08 -1.15
N: 0.86 0.87 -0.24
N: -0.32 -1.92 0.03
O: -1.38 0.85 0.52
O: -0.23 2.47 -1.64
H: 0.79 -0.98 1.59
H: -0.97 -1.12 1.87
H: 1.75 2.55 -1.27
H: 0.38 -2.26 -0.61
H: -1.17 -2.10 -0.40

Output
frontier orbital gap	7.98	eV
total charge	+1
lowest unoccupied orbital energy	-0.2652	Eh

---

Entry 3:
The following is a quantum chemistry calculation of the ion C3H5N2O2 with charge +1 at a distorted geometry, from the OMol25 dataset.

CARTESIAN COORDINATES (ANGSTROEM)
C: 0.09 1.52 -0.16
C: -0.52 -0.75 -0.89
C: -0.18 -1.28 0.42
N: -0.47 0.71 -1.07
N: 0.59 1.03 0.92
O: -0.96 -1.41 -1.77
O: 0.97 -1.90 0.52
H: 0.09 2.62 -0.33
H: -0.95 -1.29 1.29
H: -0.69 1.23 -1.95
H: 0.89 1.69 1.61
H: 1.15 -2.17 1.40

Output
frontier orbital gap	8.56	eV
total charge	+1
lowest unoccupied orbital energy	-0.2333	Eh

---

Relative energy (zero: lowest compared OMol25 entry of this formula, charge and spin) for the records above, in order: 6.758 2.746 1.683 eV
DFT total energy for the records above, in order: -10259.828 -10256.931 -10257.993 eV